# 1
The molecule C18H27NO3S, computed with ωB97M-V/def2-TZVPD.

Atoms and positions in Å:
C 0.471 -1.923 3.073
C 1.521 -1.614 1.952
C 2.101 -2.986 1.526
C 2.602 -0.714 2.598
C 0.895 -0.912 0.688
C -0.499 -0.658 0.646
C -1.108 -0.044 -0.472
C -2.531 0.332 -0.560
C -3.320 0.879 0.436
C -4.732 1.361 0.226
C -5.262 1.878 1.555
N -4.134 2.388 2.315
S -2.881 1.221 2.146
O -3.228 0.114 3.022
O -1.570 1.864 2.397
C -0.311 0.306 -1.518
C 1.073 0.097 -1.604
C 1.870 0.546 -2.863
C 3.097 1.422 -2.541
C 2.280 -0.686 -3.685
C 1.035 1.440 -3.832
C 1.662 -0.523 -0.461
O 2.960 -0.909 -0.470
H 0.959 -2.297 4.019
H -0.216 -2.690 2.745
H -0.077 -1.015 3.319
H 1.522 -3.453 0.715
H 2.131 -3.675 2.381
H 3.137 -2.828 1.151
H 2.268 0.309 2.611
H 3.525 -0.736 1.996
H 2.867 -1.065 3.610
H -1.170 -0.953 1.457
H -2.977 0.277 -1.533
H -5.331 0.530 -0.144
H -4.762 2.189 -0.436
H -5.760 1.036 2.176
H -6.010 2.670 1.392
H -4.324 2.437 3.312
H -0.835 0.830 -2.308
H 3.927 0.840 -2.101
H 2.856 2.216 -1.815
H 3.541 1.875 -3.450
H 2.900 -0.330 -4.531
H 2.871 -1.382 -3.100
H 1.396 -1.154 -4.076
H 1.595 1.716 -4.711
H 0.150 0.930 -4.250
H 0.724 2.337 -3.301
H 3.102 -1.493 0.299

LUMO level   0.0125 Eh
Orbital gap   8.48 eV
SMILES   CC(C)(C)c1cc(/C=C2/CCNS2(=O)=O)cc(C(C)(C)C)c1O
Molar mass   337.49 g mol⁻¹
Energy relative to the best compared isomer or geometry (same formula, charge and spin)   30.9 kJ/mol

Here are the Löwdin charges for atoms 1 to 2, given in e: -0.060 -0.504

---

# 2
A cluster of 2 separate species, C3H3IN2O in total, computed with ωB97M-V/def2-TZVPD.

Atoms and positions in Å:
C 1.565 -0.378 0.910
C 0.670 0.672 0.791
C -0.203 -1.157 -0.004
N 0.967 -1.537 0.416
N -0.449 0.116 0.096
O -1.423 0.998 -0.384
I -2.917 -0.981 -2.823
H 2.496 -0.335 1.270
H 0.653 1.817 1.033
H -1.360 0.785 -1.306

LUMO level (alpha / beta)   -0.1641 / -0.1640 Eh
Orbital gap (alpha / beta)   4.59 / 4.60 eV
Molar mass   209.97 g mol⁻¹
Energy relative to the best compared isomer or geometry (same formula, charge and spin)   602.9 kJ/mol

Here are the Löwdin charges for atoms 1 to 2, given in e: -0.102 -0.008

---

# 3
A cluster of 11 separate species, C32H86O11 in total, computed with ωB97M-V/def2-TZVPD.

Atoms and positions in Å:
C -2.609 2.137 2.745
C -2.367 3.641 2.831
C -2.818 4.136 4.197
O -0.953 3.893 2.766
H -2.339 1.693 1.780
H -3.673 1.904 2.832
H -2.085 1.608 3.539
H -2.881 4.144 2.007
H -2.616 5.202 4.293
H -2.337 3.588 5.006
H -3.892 3.972 4.324
H -0.781 4.137 1.845
C 0.994 0.240 -0.642
C 0.350 -0.113 0.699
C -0.545 -1.318 0.507
O 1.406 -0.481 1.592
H 1.512 -0.604 -1.095
H 1.662 1.093 -0.476
H 0.302 0.609 -1.409
H -0.200 0.730 1.127
H -0.882 -1.730 1.469
H -0.126 -2.214 0.047
H -1.476 -1.036 0.006
H 1.999 0.289 1.640
C -2.948 -0.751 6.028
C -1.532 -1.299 5.983
C -0.825 -0.988 4.677
O -0.724 -0.718 7.027
H -3.277 -0.699 7.065
H -3.627 -1.374 5.443
H -2.968 0.251 5.596
H -1.479 -2.385 6.132
H 0.239 -1.218 4.716
H -0.860 0.105 4.588
H -1.273 -1.415 3.782
H -0.858 -1.246 7.818
C -0.192 3.603 -0.639
C -0.188 5.095 -0.825
C -1.144 5.559 -1.915
O -0.569 5.668 0.437
H 0.622 3.208 -0.034
H 0.027 3.213 -1.645
H -1.164 3.188 -0.375
H 0.796 5.474 -1.123
H -0.718 5.385 -2.907
H -1.430 6.609 -1.838
H -2.099 5.022 -1.901
H -0.650 6.625 0.388
C -0.666 -2.835 -4.779
C -1.838 -3.261 -3.908
C -1.439 -3.291 -2.452
O -2.876 -2.249 -4.063
H -0.083 -2.053 -4.284
H -0.976 -2.376 -5.718
H 0.022 -3.658 -4.981
H -2.298 -4.190 -4.247
H -0.959 -2.357 -2.143
H -0.725 -4.092 -2.260
H -2.295 -3.319 -1.773
H -3.680 -2.635 -4.416
C 3.724 -3.316 -1.995
C 4.647 -4.512 -1.784
C 5.981 -4.189 -1.128
O 4.043 -5.456 -0.885
H 2.714 -3.744 -2.020
H 3.873 -2.772 -2.924
H 3.691 -2.645 -1.134
H 4.796 -5.029 -2.736
H 6.701 -4.982 -1.298
H 5.827 -3.942 -0.080
H 6.331 -3.245 -1.562
H 3.116 -5.595 -1.101
C -4.580 -1.030 1.982
C -4.881 -0.116 0.795
C -5.918 -0.711 -0.152
O -5.403 1.089 1.361
H -3.947 -0.494 2.691
H -4.006 -1.909 1.686
H -5.530 -1.289 2.449
H -3.933 0.045 0.272
H -6.736 -1.115 0.443
H -5.477 -1.532 -0.723
H -6.268 0.057 -0.839
H -5.269 1.809 0.737
C 1.132 1.164 -4.533
C 0.442 2.292 -5.299
C 1.436 3.091 -6.125
O -0.528 1.770 -6.176
H 0.458 0.643 -3.844
H 1.936 1.490 -3.862
H 1.585 0.458 -5.233
H 0.035 2.975 -4.538
H 0.928 4.005 -6.460
H 1.629 2.556 -7.056
H 2.303 3.430 -5.565
H -0.981 1.058 -5.700
C 2.869 -5.167 2.880
C 2.700 -3.653 2.836
C 3.957 -2.974 2.274
O 1.622 -3.356 1.948
H 3.899 -5.418 3.134
H 2.682 -5.566 1.881
H 2.165 -5.651 3.555
H 2.457 -3.284 3.840
H 4.839 -3.241 2.865
H 3.795 -1.897 2.242
H 4.179 -3.376 1.284
H 1.681 -2.413 1.733
C 4.747 0.989 0.225
C 4.653 1.577 1.623
C 5.184 2.999 1.655
O 3.235 1.636 1.972
H 5.788 0.756 0.002
H 4.350 1.711 -0.487
H 4.168 0.067 0.157
H 5.067 0.933 2.400
H 4.661 3.662 0.968
H 6.230 3.021 1.325
H 5.211 3.395 2.673
H 3.028 2.482 2.377
C -3.900 0.857 -2.463
C -2.450 0.868 -2.947
O -2.331 0.429 -4.287
H -4.279 -0.165 -2.388
H -4.631 1.368 -3.090
H -3.875 1.346 -1.485
H -1.824 0.245 -2.303
H -2.157 1.917 -2.859
H -2.580 -0.519 -4.289

LUMO level   0.0127 Eh
Orbital gap   9.82 eV
SMILES   CC(C)O.CC(C)O.CC(C)O.CC(C)O.CC(C)O.CC(C)O.CC(C)O.CC(C)O.CC(C)O.CC(C)O.CCO
Molar mass   647.03 g mol⁻¹
Energy relative to the best compared isomer or geometry (same formula, charge and spin)   120.6 kJ/mol

Here are the Löwdin charges for atoms 1 to 2, given in e: -0.062 -0.470

---

# 4
A structure of composition C7H2InO7, computed with ωB97M-V/def2-TZVPD.

Atoms and positions in Å:
In 0.003 -0.674 5.330
C -1.800 4.178 7.917
O -2.243 5.022 8.701
O -2.396 3.370 7.194
O -0.569 4.028 8.168
C -0.113 -0.005 -3.308
C 0.332 -0.845 -4.443
C 0.952 -2.260 -4.222
O 1.022 -3.032 -5.182
C 1.412 -2.536 -2.859
C 1.035 -1.710 -1.822
C 0.175 -0.480 -2.036
O -0.298 0.282 -1.087
O 1.154 -2.156 -0.585
O 0.219 -0.545 -5.659
H -0.754 0.845 -3.495
H 1.869 -3.483 -2.611

LUMO level   -0.0720 Eh
Charge   -1
Orbital gap   1.24 eV
Molar mass   312.90 g mol⁻¹
Energy relative to the best compared isomer or geometry (same formula, charge and spin)   421.6 kJ/mol

Here are the Löwdin charges for atoms 1 to 2, given in e: 0.818 -1.010